{
  "formula": "C10H11OS",
  "method": "the ωB97M-V functional and the def2-TZVPD basis",
  "symbols": ["C", "H", "H", "C", "S", "H", "C", "O", "H", "C", "C", "C", "H", "C", "C", "C", "H", "C", "H", "H", "H", "H", "H"],
  "coordinates": [[-4.015, -1.398, -0.067], [2.822, -1.932, 0.406], [-6.129, -1.024, -0.111], [-5.010, 0.885, 0.090], [-1.120, -1.394, -0.080], [1.350, 0.558, -0.315], [-0.500, 0.192, 0.051], [-1.400, 1.042, 0.104], [-5.985, 1.513, 0.271], [2.303, 0.241, -0.872], [-2.783, -0.740, -0.090], [3.334, -1.165, 0.807], [-3.516, 2.480, 0.516], [-5.102, -0.525, -0.030], [3.371, 0.129, 0.253], [-3.780, 1.507, 0.293], [3.829, -1.334, 1.814], [-2.711, 0.668, 0.078], [3.486, 0.956, 1.091], [1.947, -0.608, -1.407], [-4.318, -2.389, -0.074], [4.333, 0.102, -0.398], [2.733, 0.975, -1.595]],
  "total_charge": 1,
  "e_above_lowest_kcal_mol": 113.7,
  "homo_lumo_gap_ev": [5.302, 5.290],
  "mol_weight_g_mol": 179.26,
  "lumo_energy_ev": [-6.66, -6.67],
  "e_homo_ev": [-11.96, -11.96]
}